The following is a DFT calculation (ωB97M-V/def2-TZVPD) of a cluster of 7 separate species, CH16O6 in total.

Last columns: bonded neighbours and bond lengths (Å).
Cartesian coordinates (Å):
1 C 3.724 0.578 -2.759  H2 1.117, H3 1.100, H4 1.091, H5 1.043
2 H 4.044 1.639 -2.621  C1 1.117
3 H 2.719 0.323 -2.393  C1 1.100
4 H 4.227 0.386 -1.810  C1 1.091
5 H 3.934 0.171 -3.695  C1 1.043
6 H -3.896 -3.173 2.761  O8 1.016
7 H -3.340 -1.660 2.606  O8 0.975
8 O -3.391 -2.527 2.163  H6 1.016, H7 0.975
9 H -1.670 -1.979 -2.818  O11 0.946
10 H -2.805 -2.595 -2.016  O11 0.962
11 O -2.360 -1.764 -2.208  H9 0.946, H10 0.962
12 H 2.283 3.824 0.163  O14 0.924
13 H 3.053 5.134 0.439  O14 1.013
14 O 2.701 4.517 -0.283  H12 0.924, H13 1.013
15 H -1.323 -0.437 3.914  O17 0.966
16 H -0.392 -0.137 2.809  O17 0.948
17 O -1.207 -0.596 2.969  H15 0.966, H16 0.948
18 H -3.429 -1.515 0.515  O20 1.043
19 H -3.805 -0.810 -0.942  O20 0.986
20 O -4.172 -1.067 -0.063  H18 1.043, H19 0.986
21 H 0.949 0.542 0.864  O23 0.877
22 H 2.516 0.434 1.028  O23 0.983
23 O 1.640 0.713 1.377  H21 0.877, H22 0.983

Output
LUMO level	0.0111	Eh
frontier orbital gap	10.56	eV
SMILES string	C.O.O.O.O.O.O
HOMO level	-10.26	eV
electronic energy	-13580.058	eV
ΔE to the lowest compared entry with this formula, charge and spin	59.0	kcal per mole

The following is a DFT calculation (ωB97M-V/def2-TZVPD) of a cluster of 7 separate species, CH16O6 in total.

Last columns: bonded neighbours and bond lengths (Å).
Cartesian coordinates (Å):
1 C 3.113 2.772 3.000  H2 1.096, H3 1.088, H4 1.095, H5 1.089
2 H 2.571 3.419 3.700  C1 1.096
3 H 2.847 3.203 2.038  C1 1.088
4 H 2.789 1.748 2.789  C1 1.095
5 H 4.159 2.743 3.302  C1 1.089
6 H -3.192 2.864 0.626  O8 0.964
7 H -1.922 3.391 -0.063  O8 0.955
8 O -2.529 2.653 -0.041  H6 0.964, H7 0.955
9 H -0.940 -3.474 -0.087  O11 0.950
10 H -0.296 -4.764 -0.483  O11 0.961
11 O -0.099 -3.916 -0.075  H9 0.950, H10 0.961
12 H 1.660 -3.048 -0.489  O14 0.966
13 H 1.522 -1.760 -1.189  O14 0.962
14 O 2.197 -2.415 -0.983  H12 0.966, H13 0.962
15 H -1.099 -4.055 -3.616  O17 0.958
16 H -1.434 -5.343 -4.367  O17 0.960
17 O -1.074 -4.460 -4.484  H15 0.958, H16 0.960
18 H -3.534 -2.599 -2.195  O20 0.967
19 H -3.731 -2.154 -3.543  O20 0.972
20 O -3.801 -2.984 -3.042  H18 0.967, H19 0.972
21 H 0.971 6.821 3.136  O23 0.971
22 H 1.266 5.409 2.849  O23 0.964
23 O 0.555 5.947 3.215  H21 0.971, H22 0.964

Output
LUMO level	-0.0032	Eh
frontier orbital gap	10.85	eV
SMILES string	C.O.O.O.O.O.O
HOMO level	-10.93	eV
electronic energy	-13580.848	eV
ΔE to the lowest compared entry with this formula, charge and spin	40.8	kcal per mole